This record from the Open Molecules 2025 dataset describes a 6-piece molecular cluster, C59H71BCl2F2N3O3PS2 overall in a non-equilibrium geometry. The level of theory is the ωB97M-V functional and the def2-TZVPD basis.

Structure (XYZ):
```
144
C59H71BCl2F2N3O3PS2 (the ωB97M-V functional and the def2-TZVPD basis)
C 3.99 1.00 2.33
C 4.73 -0.25 1.85
C 3.88 -1.24 1.05
F 3.31 -2.14 1.97
C 2.75 -0.62 0.27
C 1.50 -0.62 0.84
C 0.39 -0.12 0.20
C 0.55 0.42 -1.06
C 1.80 0.45 -1.69
C 2.00 1.02 -3.09
Cl 1.39 -0.14 -4.34
C 1.48 2.47 -3.28
C 0.44 2.66 -4.40
Cl 2.85 3.58 -3.72
C 2.89 -0.07 -1.01
C 4.29 -0.12 -1.63
S -0.92 1.02 -1.87
C -1.87 1.58 -0.47
C -2.75 2.65 -0.61
B -2.93 3.37 -2.01
O -2.78 2.62 -3.20
N -3.28 4.77 -2.13
C -2.11 5.64 -2.25
C -4.27 5.03 -3.16
C -3.50 3.04 0.51
P -4.71 4.43 0.43
N -4.04 5.85 0.56
C -3.35 2.39 1.75
C -4.12 2.82 2.99
C -3.45 4.09 3.58
C -4.31 4.85 4.56
F -4.60 4.12 5.70
C -2.45 1.33 1.83
S -2.21 0.46 3.39
C -1.71 0.90 0.72
N -0.84 -0.21 0.92
C -1.49 -1.54 0.80
C -1.90 -2.00 -0.61
C -3.32 -1.58 -0.97
O -3.55 -1.73 -2.38
C -4.77 -1.30 -2.76
C -4.86 -0.58 -4.09
O -5.78 -1.49 -2.10
H 3.60 1.62 1.52
H 4.72 1.63 2.86
H 3.22 0.79 3.08
H 5.62 0.07 1.30
H 5.11 -0.78 2.73
H 4.55 -1.84 0.43
H 1.36 -1.06 1.82
H 3.06 1.07 -3.26
H 1.03 2.88 -2.38
H 0.88 2.44 -5.38
H -0.42 2.01 -4.26
H 0.09 3.69 -4.43
H 4.28 -0.16 -2.71
H 4.74 -1.06 -1.30
H 4.93 0.67 -1.23
H -3.62 2.38 -3.59
H -1.90 5.87 -3.30
H -1.23 5.26 -1.72
H -2.36 6.60 -1.78
H -3.84 5.05 -4.17
H -4.77 5.99 -2.99
H -5.06 4.27 -3.11
H -5.67 4.30 1.45
H -5.41 4.34 -0.80
H -3.03 5.74 0.67
H -4.07 2.05 3.76
H -5.18 2.96 2.78
H -3.24 4.78 2.76
H -2.48 3.79 3.99
H -3.75 5.73 4.89
H -5.22 5.24 4.10
H -0.98 0.83 3.81
H -0.76 -2.26 1.17
H -2.37 -1.53 1.44
H -1.93 -3.10 -0.57
H -1.18 -1.76 -1.40
H -3.57 -0.57 -0.63
H -4.00 -2.26 -0.44
H -5.84 -0.74 -4.53
H -4.08 -0.95 -4.75
H -4.75 0.48 -3.87
C 2.58 -6.62 -1.93
C 2.15 -5.41 -2.46
C 2.07 -4.28 -1.66
C 2.41 -4.37 -0.31
C 2.83 -5.57 0.22
C 2.92 -6.70 -0.58
H 2.65 -7.49 -2.56
H 1.88 -5.35 -3.51
H 1.73 -3.34 -2.07
H 2.34 -3.49 0.31
H 3.09 -5.64 1.27
H 3.24 -7.64 -0.17
C 0.22 3.49 -10.39
C -0.61 4.47 -9.88
C -1.12 4.36 -8.60
C -0.80 3.26 -7.82
C 0.03 2.27 -8.32
C 0.54 2.38 -9.61
H 0.63 3.58 -11.39
H -0.87 5.33 -10.50
H -1.77 5.13 -8.20
H -1.19 3.18 -6.81
H 0.28 1.41 -7.71
H 1.19 1.61 -10.00
C -0.68 -6.69 -0.24
C -1.13 -7.68 0.62
C -2.49 -7.92 0.76
C -3.41 -7.16 0.04
C -2.96 -6.16 -0.82
C -1.60 -5.93 -0.96
H 0.38 -6.51 -0.36
H -0.42 -8.27 1.19
H -2.84 -8.69 1.43
H -4.47 -7.35 0.15
H -3.67 -5.57 -1.38
H -1.25 -5.16 -1.63
C -1.46 -0.58 6.54
C -0.29 -1.19 6.12
C 0.63 -1.64 7.06
C 0.38 -1.47 8.42
C -0.80 -0.85 8.83
C -1.72 -0.40 7.89
H -2.18 -0.23 5.80
H -0.09 -1.32 5.07
H 1.55 -2.12 6.74
H 1.09 -1.82 9.15
H -0.99 -0.71 9.89
H -2.63 0.08 8.21
C 9.03 -0.48 4.91
C 9.25 -1.40 5.93
C 8.20 -1.80 6.74
C 6.93 -1.27 6.55
C 6.71 -0.34 5.55
C 7.76 0.05 4.72
H 9.84 -0.18 4.27
H 10.24 -1.81 6.08
H 8.37 -2.52 7.53
H 6.11 -1.58 7.19
H 5.72 0.07 5.40
H 7.59 0.77 3.94
```

- E_LUMO: -0.457 eV
- SMILES: CC[C@@H](F)c1cc2c(c([C@@H](Cl)[C@H](C)Cl)c1C)Sc1c(B(O)N(C)C)c([PH2]=N)c(CCCF)c(S)c1N2CCCOC(C)=O.c1ccccc1.c1ccccc1.c1ccccc1.c1ccccc1.c1ccccc1
- Charge: 0
- Frontier orbital gap: 7.82 eV